Entry 1:
33
Properties=species:S:1:pos:R:3:forces:R:3:lowdin_charge:R:1 method="wB97M-V/def2-TZVPD" total_charge=+1 lumo_energy_ev=-5.60 homo_ev=-12.13 largest_force_ev_per_a=2.9 e_tot_ev=-44808.5877 orbital_gap_ev=6.535
H -2.396989 2.253201 -0.335422 -0.5 -0.5 0.0 0.155
C -1.731071 2.051683 0.493541 1.3 0.9 0.5 -0.252
C 1.024596 -3.676344 -0.959538 0.3 0.2 0.3 -0.057
H 1.852727 1.799369 -1.961716 0.3 0.1 -0.1 0.142
H 2.683409 -0.520207 0.516067 0.1 0.1 0.1 0.112
O -3.787120 0.184665 2.080746 -0.8 -0.6 -0.1 0.038
C 2.206010 -1.388467 0.095662 -0.1 0.2 -0.1 -0.013
H -1.714611 2.587399 2.540313 0.1 -0.1 0.2 0.123
O 1.255467 3.601507 -0.195829 0.9 0.7 -0.2 0.203
O -0.831056 3.224021 0.487321 -0.5 -0.1 0.5 0.077
C 0.051741 1.567008 -0.903601 2.4 1.2 1.1 -0.282
H -3.319178 2.628454 1.813669 -0.1 0.1 0.0 0.138
H -0.527727 1.831510 -1.809123 -0.4 0.1 0.3 0.106
H 2.111252 1.128998 -0.387321 0.1 -0.2 0.2 0.130
O 1.464806 -0.183767 -1.922097 -0.2 0.4 0.3 -0.122
H 0.444480 -2.432701 -2.591155 0.0 0.1 -0.1 0.107
C 1.683759 -3.741984 0.264021 0.0 0.3 -0.1 -0.063
H 2.781282 -2.631381 1.730228 0.1 0.0 0.2 0.112
C -0.751632 0.902087 0.168107 -2.3 -0.3 -1.4 -0.519
H 1.747597 -4.676045 0.795215 0.0 -0.1 0.1 0.110
I -1.296975 -0.357986 3.523763 0.1 0.0 0.1 0.918
C 1.548493 -1.329085 -1.121892 -0.1 -0.8 0.0 -0.295
C 2.262913 -2.594183 0.787915 -0.2 -0.2 -0.3 -0.053
C -2.390726 2.071541 1.871364 0.0 0.0 -0.3 -0.113
Ag -0.385070 0.592160 -3.336985 -0.1 -0.9 -0.2 0.870
C 0.277894 2.948239 -0.193715 -1.0 -0.9 -0.4 -0.456
H 0.581491 -4.568359 -1.367643 -0.1 -0.1 -0.2 0.112
C 1.460202 1.083531 -1.245864 -0.4 0.0 -0.6 -0.148
S -1.642393 -0.460076 -0.690954 0.4 -0.3 0.1 0.865
C -2.760818 0.686742 2.354229 0.4 0.5 0.1 -0.856
C 0.960767 -2.474331 -1.641737 0.0 0.0 -0.1 -0.056
H -2.687693 -0.712956 0.108916 0.0 0.2 0.1 -0.109
H -0.175828 0.605755 1.033515 0.2 -0.3 0.1 0.075

Entry 2:
7
Properties=species:S:1:pos:R:3:forces:R:3:lowdin_charge:R:1 method="wB97M-V/def2-TZVPD" e_above_lowest_kj_mol=296.3 smiles="C=NN" lumo_energy_ev=1.14 homo_ev=-9.71 largest_force_ev_per_a=4.9 e_tot_ev=-4079.8117 orbital_gap_ev=10.849
N -0.066502 0.689081 -0.893660 3.8 -1.3 -2.8 -0.078
N 0.101802 0.322899 0.427113 -0.2 -0.7 -0.6 -0.182
H 0.836959 1.267170 -1.114620 -2.4 -0.8 0.4 0.107
H -0.512648 -1.755769 -0.031986 1.1 1.9 1.3 0.111
H -0.074665 -0.954902 1.764313 -0.1 -1.4 0.2 0.046
H 0.190888 -0.243815 -1.477173 -1.2 2.5 1.1 0.110
C -0.114606 -0.899423 0.687549 -1.0 -0.3 0.3 -0.114

Entry 3:
46
Properties=species:S:1:pos:R:3:forces:R:3:lowdin_charge:R:1 method="wB97M-V/def2-TZVPD" e_above_lowest_kj_mol=0.0 total_charge=+2 lumo_energy_ev="-9.53 / -9.44" homo_ev="-15.42 / -15.90" largest_force_ev_per_a=2.4 e_tot_ev=-49344.7888 orbital_gap_ev="5.888 / 6.460"
F -2.991484 0.939698 2.030288 -0.2 -0.1 -0.3 0.280
C 2.581632 -0.423424 0.655747 0.2 -0.1 0.1 -0.080
H 5.052465 1.551400 1.835809 0.0 0.0 0.0 0.131
N 0.305401 -1.310264 -1.202671 -0.2 0.1 0.1 -0.072
N 0.668681 0.008321 3.184549 2.1 0.3 -1.2 -0.010
H 0.072469 3.005748 -4.357290 0.0 0.0 0.0 0.127
C -0.752673 -2.217224 -1.360707 0.1 0.1 0.0 -0.338
C 4.105140 1.279689 1.389174 0.0 0.0 0.0 -0.017
H -3.168290 3.622208 -1.624130 0.0 0.0 0.0 0.128
H 3.464614 3.317260 1.150335 0.0 0.0 0.0 0.129
C 0.524433 -0.747357 5.418230 0.3 -0.1 0.3 -0.129
H -3.447459 -3.017447 0.329793 0.0 0.0 0.0 0.128
H -2.237580 1.907137 -0.142211 -0.1 -0.1 0.2 0.081
H 2.341148 -1.470902 0.519755 0.0 0.0 0.0 0.110
C -2.719719 -3.061930 -0.467447 -0.1 0.0 0.1 -0.078
P 0.101470 0.158472 -0.394961 0.5 -0.2 -0.2 1.052
C 0.086195 1.767858 -2.616640 0.2 -0.3 0.0 -0.065
H -2.008361 4.172328 -3.734173 0.0 0.0 0.0 0.129
F -3.995903 -0.596950 0.622501 0.0 0.0 -0.2 0.299
C 3.210971 2.276008 1.008534 -0.1 0.0 -0.1 -0.019
H 1.008215 1.269283 -2.892804 0.0 0.0 0.0 0.120
H 1.094248 -1.425607 -1.826018 0.0 0.0 0.0 0.137
N -0.055707 -1.190589 6.303667 -0.1 0.0 -0.1 0.232
C -0.581435 1.433114 -1.431575 -0.4 0.1 0.2 -0.346
C -1.870823 -3.983617 -2.489891 0.0 0.0 0.1 0.013
Pd -1.181215 -0.986086 1.234589 0.9 0.0 -0.2 0.999
O -0.565122 -0.139259 2.957035 -1.8 -0.6 0.1 -0.185
B -2.978991 -0.064213 1.206629 0.2 0.5 0.7 -0.653
H -0.046484 -3.071153 -3.192038 0.0 0.0 0.0 0.134
N -1.683197 -2.202415 -0.394100 0.2 0.2 0.3 -0.026
H -3.685342 -4.641700 -1.507353 0.0 0.0 0.0 0.133
C -2.267941 3.093467 -1.903635 0.1 0.0 0.0 -0.027
C 1.685063 0.579844 0.241198 -0.5 -0.2 0.0 -0.359
C 2.672159 -0.008178 4.331940 0.1 0.0 0.2 -0.127
H 4.497314 -0.827784 1.515864 0.0 0.0 0.0 0.127
C 1.998363 1.933048 0.442141 0.0 0.3 0.1 -0.049
C 3.793609 -0.065442 1.211415 -0.1 -0.1 -0.2 -0.059
H -1.942660 -4.682567 -3.312224 0.0 0.0 0.0 0.137
N 3.806900 0.156290 4.356929 0.0 0.0 0.0 0.231
C 1.259410 -0.241360 4.293966 -1.1 0.0 0.0 -0.240
C -1.610146 3.403770 -3.085045 0.0 0.1 0.0 -0.016
C -1.750550 2.106870 -1.080134 0.0 0.1 0.0 -0.074
C -0.812454 -3.096185 -2.429479 -0.1 0.0 0.0 0.029
C -0.436611 2.746903 -3.439140 0.0 0.0 0.0 -0.031
H 1.304898 2.707054 0.136185 0.0 0.0 0.0 0.120
C -2.844648 -3.964121 -1.492609 0.1 0.0 -0.1 -0.004

Entry 4:
65
Properties=species:S:1:pos:R:3:forces:R:3:mulliken_spin:R:1 method="wB97M-V/def2-TZVPD" e_above_lowest_kj_mol=14.9 total_charge=-1 lumo_energy_ev="1.26 / 1.11" s2=0.75 homo_ev="-4.65 / -4.65" largest_force_ev_per_a=2.7 e_tot_ev=-166839.2013 multiplicity=2 orbital_gap_ev="5.911 / 5.759"
H 0.187452 -1.431813 -6.430709 0.1 0.0 -0.1 0.000
S 0.368806 -1.917765 3.085821 -0.2 -0.5 -2.3 0.006
C -1.354883 1.568856 2.038812 0.0 -0.8 0.7 0.000
C 0.488022 1.673976 -2.124124 0.5 0.0 -0.3 0.000
C 3.156020 2.591603 -1.833649 0.5 0.4 -0.1 0.000
H 0.696139 2.661705 -2.592390 -0.2 -0.5 0.4 0.000
C -1.221802 -1.215796 -3.391049 0.8 -0.7 0.2 0.000
H -2.677437 0.558578 -0.368840 -0.3 -0.2 0.2 0.000
S 3.306812 -0.643123 0.576724 -2.0 -0.7 0.2 0.003
C 0.507662 -0.509625 4.033770 0.2 0.5 -0.1 -0.001
C 3.571593 0.534633 -0.657326 0.2 0.3 -0.5 0.000
N 1.244849 1.445445 -0.850008 -1.6 -0.2 0.1 -0.001
C -1.431228 -3.700337 0.187684 -0.5 -2.4 -0.4 -0.001
C 0.909616 -2.095509 -3.192221 -0.3 0.2 -0.9 0.001
C -3.030990 -0.452727 -0.150845 -0.8 0.0 0.0 0.000
N 0.049344 1.103938 2.169976 -0.2 0.2 -1.8 0.000
H -0.581427 1.591410 -1.958959 -0.2 0.0 0.3 0.000
H 5.466661 -0.350279 -0.971144 0.4 -0.1 0.1 0.000
H -1.994586 -0.958859 -5.357994 -0.4 0.3 -0.3 0.000
C -4.811930 -2.098789 0.026502 1.1 0.3 -0.3 0.001
C 0.676637 1.615378 5.836489 0.0 0.6 -0.7 0.001
H -0.299627 2.557791 -0.030102 0.2 0.3 0.1 0.000
H -5.151574 0.032208 -0.073463 0.2 -0.3 -0.2 0.000
C -1.131330 -1.192909 -4.778733 0.3 0.0 1.2 0.000
C 2.652821 1.543979 -1.088741 1.7 -1.1 -0.1 0.000
O -7.037820 -1.546025 0.140858 0.4 -1.3 -0.1 0.000
O -0.231864 -3.251137 0.373081 0.5 0.4 -0.6 0.001
H -1.985739 0.803049 2.524723 0.2 0.4 -0.3 0.000
H 0.739569 2.479704 6.490270 0.0 -0.2 0.1 0.000
C -4.393073 -0.753408 -0.077193 0.1 -0.1 0.1 -0.001
C 0.773615 2.443364 0.151331 0.3 0.8 -0.3 -0.001
C 0.343889 0.817295 3.530893 0.4 -0.8 2.6 0.002
Br 2.266502 -3.027672 -2.225575 -0.6 0.6 0.2 0.000
C 4.874731 0.513122 -1.207450 -0.8 1.2 -0.5 0.000
H 1.058176 0.120109 7.329528 0.2 0.0 0.2 0.000
O -6.460224 -3.796594 0.179173 0.3 2.3 -0.3 0.000
H 4.875102 3.527284 -2.749491 -0.2 -0.2 0.0 0.000
C 1.013317 2.089670 1.610410 0.0 -0.1 0.3 0.001
Yb 0.378477 -1.152974 0.183538 0.3 -0.9 2.3 0.990
O -1.833048 -4.873932 0.044273 1.7 1.8 0.4 0.001
H -1.647285 1.630165 0.999713 -0.1 0.1 -0.1 0.000
H 2.493081 3.414938 -2.076049 0.1 0.0 -0.1 0.000
H -1.553569 2.530786 2.528526 0.2 0.0 0.0 0.000
C 0.895072 0.318346 6.283123 -0.4 0.0 -0.1 0.000
H 0.878339 -1.772647 5.771192 0.1 0.7 -0.4 0.000
H -4.027931 -4.122439 -0.126844 -0.2 0.4 0.5 0.000
C 0.797992 -0.736075 5.401074 -0.2 0.2 0.0 0.000
N -2.076652 -1.379489 0.014291 0.4 -0.2 -0.2 0.000
C 0.084938 -1.505446 -5.358428 0.2 -0.3 -0.1 0.000
H 1.282915 3.439237 -0.054120 -0.6 -1.0 0.2 0.000
H 0.291582 2.849142 4.119934 -0.1 0.5 0.2 0.000
H 2.062829 -2.322968 -5.011485 -0.2 0.1 0.1 0.000
C 4.492951 2.643854 -2.239612 -0.3 0.5 -0.2 0.000
H 6.356680 1.564734 -2.368693 -0.3 0.0 0.0 0.000
C -2.474416 -2.669049 0.092079 -1.6 0.9 -0.3 0.002
N -0.196277 -1.638066 -2.589799 0.5 -0.1 -0.3 -0.001
C -6.251163 -2.542051 0.111828 -1.8 -0.3 0.3 0.000
H 0.964653 3.015345 2.204575 0.0 0.0 -0.3 0.000
C -3.826508 -3.060036 0.005041 1.6 0.0 -0.2 -0.001
H -2.148028 -0.979404 -2.881124 0.1 0.1 0.1 0.000
C 5.328035 1.569685 -2.003085 0.3 -0.7 0.6 0.000
C 0.409939 1.845717 4.483817 0.3 -0.6 -0.2 -0.001
H 2.020323 1.684117 1.734967 -0.1 -0.1 0.0 0.000
H 0.741615 0.905382 -2.865225 0.2 0.2 0.2 0.000
C 1.123629 -1.987587 -4.579514 -0.2 0.0 0.5 0.000